Below is a structure of composition C19H20BrI2IrN3O4P, with properties calculated with the ωB97M-V functional and the def2-TZVPD basis.

Structure (XYZ):
```
51
Properties=species:S:1:pos:R:3:lowdin_spin:R:1
Ir -2.462 1.241 1.237 0.94
Br 8.541 -5.324 -1.998 0.21
C 7.026 -4.408 -1.549 0.23
C 6.247 -3.798 -2.567 0.04
C 5.117 -3.119 -2.239 0.09
C 4.722 -3.023 -0.873 0.21
C 5.509 -3.638 0.150 0.11
C 6.638 -4.316 -0.190 0.04
N 3.604 -2.341 -0.583 0.66
N 3.105 -2.173 0.581 0.66
C 2.026 -1.567 1.012 0.08
C 1.801 -1.595 2.419 0.18
C 0.687 -1.024 2.982 -0.01
C -0.256 -0.373 2.192 0.20
O -1.385 0.169 2.666 0.34
C -0.046 -0.276 0.785 0.04
N -0.988 0.410 0.064 0.06
C -0.886 0.455 -1.263 -0.01
C 0.167 -0.140 -1.945 0.06
C 1.146 -0.801 -1.234 -0.01
C 1.059 -0.886 0.158 0.07
H 6.561 -3.883 -3.598 0.00
H 4.509 -2.652 -3.001 0.00
H 5.193 -3.554 1.180 0.01
H 7.247 -4.787 0.569 0.00
H 2.531 -2.096 3.038 0.01
H 0.539 -1.093 4.051 0.00
H -1.669 0.977 -1.795 0.00
H 0.206 -0.073 -3.023 0.00
H 1.969 -1.265 -1.758 0.01
I -1.821 0.696 5.218 0.67
C -3.821 0.639 4.544 0.03
I -4.272 2.004 2.968 0.02
H -4.421 0.952 5.397 0.01
H -4.050 -0.375 4.238 0.00
C -4.863 1.205 -1.844 0.00
O -3.795 2.179 -1.685 0.00
P -3.341 2.701 -0.271 0.02
O -4.558 3.420 0.431 0.00
C -5.216 4.591 -0.167 0.00
O -2.375 3.880 -0.626 0.01
C -1.305 3.877 -1.600 0.00
H -4.872 0.935 -2.894 0.00
H -5.811 1.658 -1.566 0.00
H -4.667 0.324 -1.232 0.00
H -6.225 4.602 0.230 0.00
H -5.235 4.494 -1.250 0.00
H -4.669 5.480 0.130 0.00
H -1.013 4.914 -1.726 0.00
H -1.663 3.476 -2.546 0.00
H -0.463 3.303 -1.216 0.00
```

Summary:
Gap between HOMO and LUMO (spin up / spin down): 5.99 / 4.69 eV
HOMO (spin up / spin down): -14.674 / -16.456 eV
2S+1: 6
Maximum force: 0.0090 Eh/bohr
M: 911.289 Da
Energy relative to the best compared isomer or geometry (same formula, charge and spin): 6.69 kcal per mole
E_tot: -4815.26472 hartree
Net charge: +3